[1]
DFT (the ωB97M-V functional and the def2-TZVPD basis) results for a molecular structure, C2H2LiO2Tl in a non-equilibrium geometry.

Values from the calculation:
- charge = +2
- lowest unoccupied orbital energy (alpha / beta) (hartree) = -0.4552 / -0.4613
- energy relative to the best compared isomer or geometry (same formula, charge and spin) (kcal per mole) = 42.8

```
8
Properties=species:S:1:pos:R:3:lowdin_charge:R:1
O 0.78529 0.53940 -0.83520 -0.36
C 0.15525 0.63522 0.38891 -0.08
C -0.85530 -0.23911 0.61304 -0.07
O -1.26520 -1.03888 -0.39430 -0.14
Li 2.32450 -0.44299 -0.67264 0.88
Tl -0.65052 -0.10859 -1.92967 1.40
H 0.70642 1.11479 1.20130 0.18
H -1.20045 -0.45984 1.62855 0.19
```



[2]
DFT (the ωB97M-V functional and the def2-TZVPD basis) results for a single C5H7N3 molecule in a non-equilibrium geometry.

Values from the calculation:
- structure (SMILES) = Cc1ncnc(C)n1
- lowest unoccupied orbital energy (hartree) = 0.0286
- energy relative to the best compared isomer or geometry (same formula, charge and spin) (kcal per mole) = 4.6

```
15
Properties=species:S:1:pos:R:3:lowdin_charge:R:1
C 2.46022 -0.96906 -0.01299 -0.03
C 1.13152 -0.22913 -0.00176 -0.38
C -0.02782 1.69949 0.01534 -0.19
C -1.12789 -0.26346 -0.01430 -0.36
C -2.44388 -0.99631 0.00513 -0.03
H 2.81698 -1.14406 0.99515 0.07
H 2.29958 -1.95212 -0.49809 0.08
H 3.22456 -0.36311 -0.51726 0.08
H -0.05784 2.79963 0.00752 0.11
H -2.29238 -2.00001 -0.41646 0.08
H -2.75575 -1.02171 1.04718 0.08
H -3.18867 -0.45853 -0.57876 0.08
N 1.18392 1.11295 0.00670 0.12
N -1.19888 1.09482 -0.02656 0.12
N 0.01505 -0.96624 0.02160 0.16
```



[3]
DFT (the ωB97M-V functional and the def2-TZVPD basis) results for 3 unconnected molecules or ions with the total composition C4H13NO2 in a non-equilibrium geometry.

Values from the calculation:
- structure (SMILES) = C=NCCC.O.O
- lowest unoccupied orbital energy (hartree) = 0.0233
- energy relative to the best compared isomer or geometry (same formula, charge and spin) (kcal per mole) = 46.1

```
20
Properties=species:S:1:pos:R:3:lowdin_charge:R:1
C 2.59469 -0.51673 -0.56143 -0.12
C 1.38010 0.26637 -0.05982 -0.27
C 0.12750 -0.10625 -0.92447 -0.25
C -1.13155 1.41864 0.31373 -0.07
N -1.11880 0.34281 -0.33484 -0.05
H 3.41166 -0.08443 0.09381 0.09
H 2.62300 -1.66048 -0.37529 0.10
H 2.71494 -0.33439 -1.58656 0.04
H 1.64714 1.28948 -0.04441 0.08
H 1.07855 -0.08358 0.92475 0.09
H -0.04608 -1.17458 -0.76046 0.11
H 0.28033 0.03856 -2.00131 0.12
H -0.32655 2.15318 0.58394 0.09
H -2.04399 1.63827 0.87414 0.06
H -2.41681 -0.77770 -2.50012 0.03
H -3.69896 -0.12265 -1.93630 0.00
O -3.19879 -0.23681 -2.71927 -0.06
H 1.13298 0.06845 3.48649 0.02
H 0.76242 -1.52650 3.47422 0.08
O 1.30985 -0.78763 3.90713 -0.10
```



[4]
DFT (the ωB97M-V functional and the def2-TZVPD basis) results for 2 unconnected molecules or ions with the total composition C5H12ClP in a non-equilibrium geometry.

Values from the calculation:
- lowest unoccupied orbital energy (alpha / beta) (hartree) = -0.0416 / 0.0151
- energy relative to the best compared isomer or geometry (same formula, charge and spin) (kcal per mole) = 107.3

```
19
Properties=species:S:1:pos:R:3:lowdin_charge:R:1
C 0.32164 -1.07209 1.26987 -0.04
C 0.13584 -0.54124 -1.34748 -0.10
C 2.10415 0.52431 0.01812 -0.06
C -0.21584 1.15149 0.47381 -0.01
C 0.64412 0.00950 0.08674 -0.62
P -2.99892 0.39435 -0.86322 0.40
Cl -3.68998 -0.90023 0.59623 -0.02
H 0.86893 -0.75616 2.18835 0.08
H 0.90564 -1.97318 0.84066 0.10
H -0.72540 -1.16712 1.34110 0.01
H 0.21066 0.38306 -1.95461 0.08
H -0.89171 -1.00611 -1.24065 0.01
H 0.89138 -1.32272 -1.61032 0.08
H 2.47763 1.46040 0.49958 0.09
H 2.74696 -0.18074 0.41500 0.04
H 2.37610 0.60737 -1.06684 0.09
H -0.82116 1.18809 1.27366 0.00
H -0.09609 2.04197 -0.11052 0.06
H -4.24394 1.15904 -0.80947 -0.19
```



[5]
DFT (the ωB97M-V functional and the def2-TZVPD basis) results for a single C4H10NOP molecule in a non-equilibrium geometry.

Values from the calculation:
- lowest unoccupied orbital energy (alpha / beta) (hartree) = -0.0252 / -0.0041
- energy relative to the best compared isomer or geometry (same formula, charge and spin) (kcal per mole) = 103.1

```
17
Properties=species:S:1:pos:R:3:lowdin_charge:R:1
C 0.10581 1.29009 0.41623 -0.29
C 0.64223 0.43455 -0.68274 -0.31
C -1.29894 0.94694 0.99061 -0.30
C 0.87139 -1.92886 -1.15375 -0.20
N 1.11000 -0.86018 -0.30155 -0.07
O -2.38691 -1.54320 1.55751 -0.45
P -1.15437 -0.72885 1.73619 0.78
H 0.81997 1.27022 1.16973 0.08
H 0.30321 2.24604 0.08064 0.08
H -0.18742 0.19213 -1.53383 0.15
H 1.51700 0.85290 -1.25519 0.14
H -1.45800 1.62396 1.98860 0.14
H -1.95232 0.95055 0.21435 0.03
H 1.78228 -2.10517 -1.65111 0.07
H 0.38859 -2.83398 -0.57439 0.12
H 0.13554 -1.75290 -1.93984 0.06
H -0.73437 -0.41245 3.05198 -0.02
```



[6]
DFT (the ωB97M-V functional and the def2-TZVPD basis) results for 3 unconnected molecules or ions with the total composition C3H10NO4 in a non-equilibrium geometry.

Values from the calculation:
- charge = -1
- lowest unoccupied orbital energy (hartree) = 0.1459
- energy relative to the best compared isomer or geometry (same formula, charge and spin) (kcal per mole) = 31.3

```
18
Properties=species:S:1:pos:R:3:lowdin_charge:R:1
O 1.69987 -0.26146 0.17536 -0.02
C 0.56367 -0.18230 -0.21239 -0.64
O -0.03091 -1.17936 -0.70241 -0.10
C 0.14344 1.40035 -0.46201 -0.35
C -0.20211 1.94684 0.93103 -0.08
N -1.02033 1.44395 -1.31347 -0.01
H 0.93236 1.92509 -0.97234 0.11
H 0.48369 1.43541 1.56687 0.05
H -0.26285 3.02705 1.05982 0.06
H -1.09754 1.47211 1.24582 0.06
H -0.89682 2.14247 -2.04361 0.05
H -1.18942 0.51795 -1.73684 0.06
H -0.78223 -2.46542 1.04979 0.06
H -1.70812 -1.52832 0.34157 -0.01
O -1.69733 -2.02760 1.16625 -0.13
H 1.31944 -2.77847 -0.66607 -0.01
H 1.98792 -1.96453 0.39964 0.01
O 1.75726 -2.92376 0.17299 -0.14
```



[7]
DFT (the ωB97M-V functional and the def2-TZVPD basis) results for a gas-phase ion, C8H20N3 (charge +1) in a non-equilibrium geometry.

Values from the calculation:
- structure (SMILES) = CCCCCCCNC(N)=[NH2+]
- charge = +1
- lowest unoccupied orbital energy (hartree) = -0.1892
- energy relative to the best compared isomer or geometry (same formula, charge and spin) (kcal per mole) = 56.4

```
31
Properties=species:S:1:pos:R:3:lowdin_charge:R:1
C 1.45672 -2.89462 -0.25631 -0.12
C 2.06945 -1.62881 0.40178 -0.24
C 2.45379 -0.60321 -0.70147 -0.20
C 1.69657 0.74286 -0.66277 -0.20
C 1.46798 1.33613 0.74776 -0.19
C 0.04488 1.12041 1.28702 -0.19
C -1.03810 1.89120 0.51800 -0.11
N -1.61140 1.15702 -0.67857 0.12
C -2.66653 0.44486 -0.42667 -0.40
N -3.87286 0.91169 -0.91169 0.18
N -2.62833 -0.72968 0.26718 0.17
H 2.17455 -3.24065 -1.00608 0.07
H 1.34452 -3.70719 0.46385 0.07
H 0.51801 -2.65964 -0.76675 0.06
H 1.32296 -1.26787 1.10811 0.08
H 2.98680 -1.95890 0.88942 0.11
H 2.19794 -1.07289 -1.65826 0.10
H 3.53735 -0.48085 -0.73492 0.11
H 2.32075 1.46400 -1.20307 0.11
H 0.78199 0.67219 -1.25659 0.09
H 1.63417 2.41768 0.70125 0.11
H 2.20842 0.93160 1.43979 0.12
H -0.25272 0.06840 1.31706 0.09
H 0.02572 1.47316 2.32394 0.12
H -0.65023 2.85660 0.19343 0.14
H -1.84088 2.13247 1.22211 0.13
H -1.87266 1.86417 -1.36488 0.16
H -4.63497 0.44420 -0.42509 0.12
H -3.93095 0.68463 -1.90988 0.15
H -2.36721 -1.60365 -0.16509 0.13
H -2.87572 -0.76530 1.24740 0.13
```



[8]
DFT (the ωB97M-V functional and the def2-TZVPD basis) results for a molecular structure, C35H67IrN13SeSi.

Values from the calculation:
- charge = +2
- multiplicity = 6
- lowest unoccupied orbital energy (alpha / beta) (hartree) = -0.1541 / -0.2667
- energy relative to the best compared isomer or geometry (same formula, charge and spin) (kcal per mole) = 0.0

```
118
Properties=species:S:1:pos:R:3:mulliken_spin:R:1
Ir -0.29688 0.57200 -0.23264 1.85
C 2.31517 2.18356 1.86751 0.05
N 2.64469 3.00296 0.72182 0.00
C 4.03869 3.41109 0.62820 0.00
C 1.67493 3.52311 -0.07105 0.04
N 0.51224 2.93817 -0.22999 0.22
C -0.57868 3.87091 -0.52619 -0.04
C -1.87251 3.15993 -0.85606 0.07
N -2.18359 2.02020 0.01526 0.29
C -3.39916 1.34810 -0.47994 -0.02
C -3.41359 -0.10274 -0.05621 0.08
N -2.34596 -0.82443 -0.73352 0.12
C -2.62859 -2.03225 -1.14262 -0.07
N -1.81149 -2.73140 -1.97611 0.04
C -1.83582 -4.18146 -2.07041 -0.01
C -0.91828 -2.08599 -2.90558 0.08
N -3.72336 -2.73192 -0.67811 0.01
C -4.63065 -3.41778 -1.57684 0.00
C -4.02789 -2.78702 0.73389 -0.01
C -2.37709 2.41951 1.42439 -0.03
C -1.20150 2.04073 2.30604 0.07
N -0.77521 0.65399 2.10413 0.05
C -0.83794 -0.15377 3.13423 -0.02
N -0.02531 -1.28418 3.19813 0.07
C 1.40505 -1.09506 3.37115 0.05
C -0.53428 -2.47359 3.86812 0.02
N -1.67294 0.04101 4.19695 0.01
C -3.06257 0.43343 4.06349 0.00
C -1.26920 -0.26039 5.56171 0.00
N 1.99330 4.70839 -0.69785 0.01
C 1.73581 4.90616 -2.10686 -0.01
C 2.55209 5.83938 0.02153 0.00
H 1.51070 1.48939 1.63287 0.01
H 2.01918 2.79507 2.72623 0.00
H 3.20012 1.61853 2.15241 0.00
H 4.66958 2.53779 0.76987 0.00
H 4.30143 4.14454 1.39289 0.00
H 4.24512 3.83251 -0.35022 0.00
H -0.38220 4.51109 -1.38872 0.00
H -0.72137 4.54784 0.32502 -0.01
H -1.81369 2.76556 -1.86697 -0.03
H -2.69365 3.88948 -0.83283 0.00
H -3.41130 1.40257 -1.56723 0.00
H -4.29085 1.87486 -0.11984 -0.01
H -4.39997 -0.52027 -0.27330 0.00
H -3.26866 -0.15832 1.02872 -0.02
H -2.31625 -4.61457 -1.19840 0.00
H -0.80659 -4.54307 -2.11133 0.00
H -2.35318 -4.52190 -2.97095 0.00
H -0.92644 -1.02439 -2.71673 -0.03
H -1.22325 -2.28712 -3.93721 0.00
H 0.10115 -2.45848 -2.77305 -0.03
H -4.32791 -3.25095 -2.60803 0.00
H -5.64382 -3.02743 -1.45223 0.00
H -4.65682 -4.49522 -1.39210 0.00
H -3.26535 -2.24768 1.29380 0.00
H -4.03336 -3.82633 1.07746 0.00
H -5.00786 -2.35591 0.96111 0.00
H -3.28224 1.93289 1.77717 -0.01
H -2.55924 3.49715 1.48803 0.00
H -1.44221 2.25763 3.34795 0.00
H -0.35643 2.67182 2.03178 0.00
H 1.66673 -0.91316 4.42021 0.00
H 1.74247 -0.26576 2.76471 -0.03
H 1.92647 -1.99480 3.05010 -0.02
H -1.61990 -2.50331 3.80041 0.00
H -0.23919 -2.52974 4.91822 0.00
H -0.13570 -3.35374 3.36396 -0.02
H -3.36849 0.36909 3.02657 0.00
H -3.25157 1.44216 4.43887 0.00
H -3.67963 -0.26244 4.63703 0.00
H -0.19088 -0.37202 5.62883 0.00
H -1.75324 -1.16222 5.94239 0.00
H -1.55806 0.57528 6.20077 0.00
H 1.37952 3.97660 -2.54922 0.01
H 2.66142 5.19281 -2.61221 0.00
H 0.99942 5.69435 -2.28976 0.00
H 2.60753 5.61592 1.08354 0.00
H 1.90494 6.70978 -0.10708 0.00
H 3.55116 6.10241 -0.33499 0.00
C -1.76269 1.47248 -3.93011 -0.02
C -0.28175 1.41800 -3.71789 0.04
C 0.58324 1.75589 -4.78860 0.24
C 1.94292 1.58341 -4.65601 -0.05
C 2.44023 1.06136 -3.47369 0.21
C 1.54520 0.78781 -2.40935 -0.08
N 0.19528 1.01072 -2.56026 0.29
N 1.85776 0.27836 -1.22102 0.59
Si 3.47830 -0.50445 -0.99786 0.00
C 4.85016 0.74667 -1.27906 0.02
C 3.50116 -1.86879 -2.26712 0.02
C 3.74575 -1.25168 0.67136 0.02
H -2.01561 0.96975 -4.86413 0.00
H -2.11604 2.50114 -4.01900 -0.01
H -2.27676 0.97405 -3.11350 0.02
H 0.15766 2.12796 -5.70990 -0.01
H 2.60898 1.82219 -5.47324 0.00
H 3.49213 0.86734 -3.36388 0.01
H 4.51082 1.73812 -1.57088 0.00
H 5.53194 0.38405 -2.05078 0.00
H 5.43463 0.85434 -0.36740 0.00
H 3.45802 -1.50290 -3.29215 -0.01
H 2.65460 -2.54167 -2.11733 0.00
H 4.41904 -2.45027 -2.16161 0.00
H 3.83605 -0.52472 1.47543 0.01
H 4.70410 -1.77310 0.60425 0.00
H 2.98323 -1.97737 0.93652 0.00
Se 0.14721 -2.28096 0.33163 0.76
C 0.51360 -4.13646 0.41060 0.11
C -0.52285 -5.01688 0.71807 0.02
C -0.24393 -6.37469 0.75814 -0.03
N 0.96125 -6.88417 0.52036 0.08
C 1.94415 -6.03763 0.23037 -0.03
C 1.77919 -4.66089 0.16473 0.02
H -1.51910 -4.64862 0.92062 0.02
H -1.02554 -7.08720 0.99166 0.00
H 2.91483 -6.47927 0.04384 0.00
H 2.61574 -4.02080 -0.07793 0.02
```